Molecular formula: C4H5N3O3
Method: DFT, ωB97M-V with the def2-TZVPD basis set

Results
SMILES: O=[N+]([O-])[C@H]1CC=[N+]([O-])C=N1
Energy above the lowest of the compared OMol25 structures with the same formula, charge and spin in kJ/mol: 756.67
Strongest force on any atom in eV Å⁻¹: 4.913
Total energy in Eh: -545.17429
HOMO-LUMO gap (alpha / beta) in eV: 8.9 / 8.9

Last column: natural (NBO) charge in e.
Element x y z (Å)
C 0.57804 -0.69872 -0.47571  -0.009
C 0.78888 1.10245 1.03963  0.266
C -0.93982 -0.33239 -0.38037  -0.485
C -1.25709 1.17453 -0.13056  0.027
N 1.20351 -0.00209 0.62586  -0.385
N -0.38666 1.81656 0.61970  0.055
N 0.98437 -2.25868 -0.46369  0.560
O -0.25705 3.04640 0.94096  -0.512
O 0.12264 -3.00715 -0.78313  -0.349
O 2.15151 -2.47199 -0.28614  -0.335
H 0.90848 -0.18789 -1.45688  0.240
H 1.35233 1.56290 1.77316  0.214
H -1.60949 -0.59629 -1.26883  0.253
H -1.47187 -0.72107 0.58761  0.244
H -2.16778 1.57341 -0.34161  0.217

Atoms 1-2, force components in eV/Å:
C -1.6 2.4 -0.2
C -0.5 -2.0 -1.0

---

Molecular formula: C23H32N4O3
Method: DFT, ωB97M-V with the def2-TZVPD basis set

Results
SMILES: CCn1nc(C)c(CNC(=O)[C@@H]2CCC(=O)N(CCc3ccc(OC)cc3)C2)c1C
Energy above the lowest of the compared OMol25 structures with the same formula, charge and spin in kJ/mol: 151.57
Strongest force on any atom in eV Å⁻¹: 0.812
Total energy in Eh: -1340.41573
HOMO-LUMO gap in eV: 8.8

Last column: natural (NBO) charge in e.
Element x y z (Å)
C 4.00562 0.87810 -3.34617  -0.618
H 4.45421 1.43324 -4.16562  0.210
H 3.50680 1.56621 -2.67042  0.235
H 4.78381 0.35976 -2.79410  0.220
C 3.00334 -0.12433 -3.89184  -0.203
N 2.35547 -0.84238 -2.82213  -0.161
C 1.33272 -1.71808 -2.95447  0.172
C 1.04158 -2.17480 -1.67887  -0.163
C 1.94998 -1.49593 -0.83680  0.146
N 2.73242 -0.70703 -1.55220  -0.288
C 2.06252 -1.58332 0.64417  -0.647
H 1.52457 -2.44941 1.01978  0.235
H 3.10810 -1.65562 0.93623  0.223
H 1.64257 -0.68731 1.10378  0.223
C -0.01197 -3.14584 -1.26368  -0.246
N -1.08552 -2.47830 -0.54915  -0.616
C -1.32667 -2.68665 0.76000  0.689
O -0.75955 -3.53660 1.41476  -0.631
C -2.36237 -1.74544 1.37004  -0.311
C -1.70967 -0.36006 1.53837  -0.206
N -2.68911 0.59985 1.97776  -0.452
C -3.83167 0.75628 1.27214  0.684
O -4.68979 1.56645 1.56066  -0.631
C -3.93299 -0.20030 0.09866  -0.499
C -3.66863 -1.63551 0.56175  -0.400
H -3.64751 -2.30410 -0.30148  0.218
H -4.50440 -1.94993 1.18848  0.223
H -3.20606 0.10524 -0.65885  0.208
H -4.93019 -0.11416 -0.33314  0.242
C -2.42544 1.45284 3.11452  -0.200
H -3.38057 1.64675 3.61025  0.232
H -1.76257 0.92209 3.80106  0.193
C -1.80660 2.79443 2.69069  -0.430
C -0.54995 2.61358 1.88764  -0.071
C -0.53932 2.84335 0.51595  -0.194
C 0.61926 2.70710 -0.21928  -0.278
C 1.81209 2.32826 0.39856  0.379
C 1.79939 2.05070 1.76199  -0.347
C 0.63061 2.20204 2.48868  -0.143
H 0.64805 2.00773 3.55215  0.200
H 2.69484 1.73270 2.27221  0.222
O 2.91277 2.29176 -0.39761  -0.514
C 4.13098 1.86207 0.16449  -0.253
H 4.41796 2.47981 1.02153  0.172
H 4.07413 0.81098 0.45779  0.189
H 4.87535 1.97412 -0.62123  0.199
H 0.63296 2.90738 -1.27943  0.220
H -1.45128 3.14856 0.02228  0.213
H -2.54657 3.33625 2.10048  0.226
H -1.59489 3.37173 3.59307  0.215
H -0.91230 -0.41888 2.28080  0.229
H -1.25165 -0.03654 0.59359  0.197
H -2.57998 -2.13625 2.36778  0.234
H -1.52534 -1.70302 -1.01865  0.391
H 0.39376 -3.89170 -0.57512  0.248
H -0.42526 -3.66001 -2.13772  0.198
C 0.73982 -2.04576 -4.27635  -0.650
H -0.04908 -2.78404 -4.16281  0.227
H 1.49707 -2.44899 -4.94898  0.224
H 0.31681 -1.15508 -4.74264  0.222
H 2.23531 0.39257 -4.47923  0.196
H 3.50509 -0.84442 -4.55107  0.194

Atoms 1-2, force components in eV/Å:
C -0.1 -0.1 -0.1
H 0.0 0.0 -0.1

---

Molecular formula: C4H10OS
Method: DFT, ωB97M-V with the def2-TZVPD basis set

Results
Energy above the lowest of the compared OMol25 structures with the same formula, charge and spin in kJ/mol: 214.60
2S+1: 2
Strongest force on any atom in eV Å⁻¹: 4.778
Net charge: -1
Total energy in Eh: -631.68774
HOMO-LUMO gap (alpha / beta) in eV: 1.4 / 7.2
<S²>: 0.75

Last column: Löwdin spin population.
Element x y z (Å)
C 2.63680 2.51763 -3.06091  0.050
C 3.19438 1.27684 -3.72552  0.101
S 2.08678 -0.17464 -4.08110  0.558
H 2.89715 2.33190 -2.02033  0.012
H 1.61257 2.78334 -3.10730  0.004
H 3.20914 3.45238 -3.44964  0.005
H 3.76567 1.54793 -4.66386  0.006
H 4.08551 0.99955 -3.18899  0.013
H 1.83477 -0.87236 -2.79648  0.189
C -2.63880 -0.89479 4.63513  0.029
C -3.60590 -0.88164 5.45067  0.011
O -4.47331 -1.86224 5.56799  0.008
H -1.95129 -0.20010 4.30283  0.004
H -2.64152 -1.64614 3.92628  0.004
H -3.92270 -0.10918 6.08109  0.001
H -4.01025 -2.70343 5.87393  0.005

Atoms 1-2, force components in eV/Å:
C 2.2 1.2 0.1
C 0.6 -0.1 -1.9

---

Molecular formula: C5H7GaO4
Method: DFT, ωB97M-V with the def2-TZVPD basis set

Results
2S+1: 2
Strongest force on any atom in eV Å⁻¹: 2.572
Net charge: +1
Total energy in Eh: -2420.14529
HOMO-LUMO gap (alpha / beta) in eV: 8.5 / 9.9
<S²>: 0.75

Last column: Löwdin spin population.
Element x y z (Å)
O 1.74717 -0.26494 1.45751  0.047
Ga 0.83927 -0.15864 0.00049  0.032
C 1.14953 0.27641 2.60965  0.099
C -0.32863 0.40464 2.40848  0.681
H 1.35166 -0.37341 3.48317  0.030
H 1.58229 1.26803 2.84306  0.010
H -0.87033 -0.37731 1.86726  0.039
H -0.85635 1.31671 2.70218  0.036
C -1.41540 1.60705 -1.28817  0.006
C -0.45846 0.67070 -1.24438  0.017
H -1.35008 2.45276 -0.60077  0.000
H -2.20364 1.63075 -2.04825  0.000
O -0.60966 -0.30359 -2.30947  0.003
C 0.12988 -1.36891 -2.21965  0.000
O 0.87587 -1.64322 -1.27531  0.000
O -0.06456 -2.17204 -3.23710  0.000
H 0.48146 -2.96498 -3.14870  0.000

Atoms 1-2, force components in eV/Å:
O 1.1 -0.7 -0.2
Ga -1.0 0.8 -0.7

---

Molecular formula: C3H3GdLiO3
Method: DFT, ωB97M-V with the def2-TZVPD basis set

Results
Energy above the lowest of the compared OMol25 structures with the same formula, charge and spin in kJ/mol: 319.61
2S+1: 9
Strongest force on any atom in eV Å⁻¹: 2.886
Net charge: +2
Total energy in Eh: -1114.24353
HOMO-LUMO gap (alpha / beta) in eV: 7.1 / 7.4
<S²>: 21.04

Last column: Löwdin spin population.
Element x y z (Å)
C -1.28909 0.36502 0.02652  0.614
C 0.06003 -0.25411 -0.13108  0.124
O 1.01830 0.50179 0.62452  -0.004
O -2.08555 0.63290 -0.83423  0.339
H 0.33872 -0.28417 -1.19517  0.016
H -0.00065 -1.29014 0.23686  0.000
O 2.60324 -0.88360 -0.09468  -0.094
C 2.28352 0.13390 0.58106  -0.109
Li -4.01910 0.92113 -0.91312  0.120
Gd 4.95136 -0.19400 0.87218  6.227
H -3.86078 0.35129 0.82715  0.768

Atoms 1-2, force components in eV/Å:
C -0.6 0.6 -0.7
C 0.7 -0.6 -0.5

---

Molecular formula: C15H40O15S2V
Method: DFT, ωB97M-V with the def2-TZVPD basis set

Results
Strongest force on any atom in eV Å⁻¹: 6.553
Net charge: -3
Total energy in Eh: -3464.47209
HOMO-LUMO gap in eV: 3.4

Last column: Löwdin charge in e.
Element x y z (Å)
O 0.20605 0.32415 -0.08995  -0.404
V -0.18790 0.23074 1.47453  0.930
O -1.60905 -0.52495 1.46544  -0.331
S -1.43773 3.16284 2.74583  0.184
O -1.90104 4.36307 2.06263  -0.395
O -1.00707 2.11737 1.78042  -0.449
O -0.34207 3.46073 3.67248  -0.365
O -2.51477 2.60019 3.53156  -0.377
S 0.43125 0.27196 4.96107  0.215
O 1.45135 1.33824 5.13378  -0.434
O 0.76138 -0.99022 5.62413  -0.440
O -0.68675 1.02997 5.54859  -0.394
O 0.17040 0.01754 3.51927  -0.454
C -3.00404 -2.49590 -1.68498  -0.043
C -1.71501 -3.30446 -1.44806  -0.452
C -1.74634 -4.10127 -0.12725  -0.051
O -1.57733 -4.27164 -2.50787  -0.083
H -3.04513 -1.72661 -0.91163  0.070
H -3.90211 -3.11186 -1.73634  0.075
H -2.87588 -1.91033 -2.59777  0.072
H -0.86858 -2.62547 -1.36023  0.105
H -1.67886 -3.40949 0.71522  0.079
H -0.86795 -4.74398 -0.05983  0.061
H -2.66444 -4.68285 -0.02884  0.070
H -2.44627 -4.54908 -2.80482  0.064
C -3.75331 1.25538 -0.15840  -0.047
C -2.72985 1.82209 -1.13653  -0.504
C -3.32776 2.06739 -2.53402  -0.073
O -2.21449 3.04653 -0.67123  -0.057
H -4.02933 0.26113 -0.51810  0.052
H -4.60615 1.93461 -0.09402  0.081
H -3.38781 1.13532 0.86201  0.067
H -1.90923 1.11916 -1.31258  0.106
H -3.90400 2.99444 -2.57060  0.067
H -4.07120 1.31521 -2.81105  0.055
H -2.53817 2.06150 -3.28645  0.054
H -1.82250 2.88356 0.20461  0.033
C 3.82837 2.80386 1.87982  -0.070
C 2.30739 2.75569 1.81691  -0.462
C 1.79068 3.40816 0.54139  -0.043
O 1.89346 1.40780 1.90092  -0.109
H 4.24943 2.32681 2.76991  0.070
H 4.19942 3.82903 1.94288  0.067
H 4.33377 2.23784 1.09227  0.066
H 1.88939 3.39513 2.59860  0.133
H 0.70448 3.37968 0.46737  0.070
H 2.21496 3.04108 -0.39773  0.062
H 2.11013 4.45278 0.58199  0.074
H 2.25623 1.10909 2.74994  0.082
C 2.85730 -1.69073 0.67934  -0.063
C 1.61399 -2.56573 0.66678  -0.444
C 2.05140 -3.96598 1.10485  -0.073
O 0.71813 -2.10271 1.68404  -0.078
H 3.32684 -1.53392 1.65189  0.092
H 2.63628 -0.68920 0.30522  0.058
H 3.67066 -2.07363 0.05626  0.071
H 1.19018 -2.61847 -0.33450  0.124
H 2.61929 -3.95534 2.03745  0.082
H 2.67329 -4.51523 0.39498  0.071
H 1.17167 -4.58651 1.28929  0.065
H 1.05646 -2.39271 2.53877  0.109
C 0.52551 -1.04647 -3.28222  -0.054
C 0.81369 0.40076 -3.78816  -0.450
C 2.14044 0.90013 -3.22750  -0.060
O 0.82663 0.38403 -5.20842  -0.071
H 0.51999 -1.08918 -2.19316  0.044
H 1.33103 -1.71458 -3.60026  0.080
H -0.42252 -1.45758 -3.63274  0.071
H 0.00993 1.05066 -3.44071  0.131
H 2.18952 1.99225 -3.23336  0.071
H 3.08021 0.55354 -3.65886  0.070
H 2.19710 0.74615 -2.14698  0.065
H 0.77692 -0.54155 -5.45732  0.061

Atoms 1-2, force components in eV/Å:
O 0.7 -0.4 0.1
V -3.5 1.2 2.3